# 1
{
  "formula": "C69H73N13O2",
  "method": "ωB97M-V/def2-TZVPD",
  "elements": ["O", "C", "O", "C", "C", "C", "H", "H", "H", "H", "H", "H", "H", "H", "N", "C", "C", "C", "C", "C", "H", "H", "H", "H", "H", "N", "C", "C", "C", "C", "C", "H", "H", "H", "H", "H", "N", "C", "C", "C", "C", "C", "H", "H", "H", "H", "H", "N", "C", "C", "C", "C", "C", "H", "H", "H", "H", "H", "N", "C", "C", "C", "C", "C", "H", "H", "H", "H", "H", "N", "C", "C", "C", "C", "C", "H", "H", "H", "H", "H", "N", "C", "C", "C", "C", "C", "H", "H", "H", "H", "H", "N", "C", "C", "C", "C", "C", "H", "H", "H", "H", "H", "N", "C", "C", "C", "C", "C", "H", "H", "H", "H", "H", "N", "C", "C", "C", "C", "C", "H", "H", "H", "H", "H", "N", "C", "C", "C", "C", "C", "H", "H", "H", "H", "H", "N", "C", "C", "C", "C", "C", "H", "H", "H", "H", "H", "N", "C", "C", "C", "C", "C", "H", "H", "H", "H", "H"],
  "positions_angstrom": [[1.247, -1.155, 1.285], [0.972, -1.187, 0.118], [0.429, -0.133, -0.567], [-0.025, 0.946, 0.213], [-0.516, 2.060, -0.704], [1.235, -2.287, -0.852], [0.705, 1.320, 0.925], [-0.896, 0.615, 0.781], [-1.174, 1.572, -1.406], [0.262, 2.573, -1.283], [-1.143, 2.762, -0.173], [2.176, -1.981, -1.324], [0.415, -2.305, -1.575], [1.341, -3.276, -0.409], [3.057, 2.894, -2.841], [3.228, 3.205, -4.121], [3.412, 2.253, -5.128], [3.381, 0.933, -4.791], [3.169, 0.593, -3.476], [3.050, 1.603, -2.541], [3.298, 4.269, -4.315], [3.621, 2.559, -6.143], [3.628, 0.179, -5.514], [3.107, -0.470, -3.207], [2.968, 1.331, -1.495], [-3.673, 3.339, -2.241], [-4.694, 3.259, -3.070], [-5.993, 3.616, -2.712], [-6.253, 3.925, -1.395], [-5.173, 3.983, -0.503], [-3.935, 3.663, -0.977], [-4.476, 2.835, -4.036], [-6.838, 3.595, -3.388], [-7.270, 4.171, -1.069], [-5.373, 4.237, 0.566], [-3.076, 3.708, -0.331], [-0.016, 5.390, -0.862], [-0.947, 5.257, -1.789], [-1.405, 6.380, -2.471], [-0.939, 7.644, -2.119], [0.006, 7.743, -1.140], [0.467, 6.584, -0.529], [-1.311, 4.250, -1.946], [-2.127, 6.297, -3.296], [-1.260, 8.530, -2.688], [0.330, 8.721, -0.827], [1.243, 6.540, 0.229], [-4.750, 5.474, 3.083], [-4.201, 6.431, 2.327], [-2.955, 6.292, 1.675], [-2.247, 5.130, 1.846], [-2.831, 4.163, 2.667], [-4.072, 4.321, 3.219], [-4.771, 7.359, 2.247], [-2.639, 7.137, 1.092], [-1.348, 4.884, 1.301], [-2.329, 3.188, 2.795], [-4.430, 3.545, 3.872], [-1.246, -4.054, 0.756], [-1.171, -4.828, -0.306], [-1.749, -6.101, -0.324], [-2.282, -6.569, 0.850], [-2.391, -5.718, 1.983], [-1.857, -4.466, 1.862], [-0.637, -4.428, -1.157], [-1.707, -6.724, -1.194], [-2.730, -7.550, 0.866], [-2.888, -5.979, 2.908], [-1.785, -3.793, 2.709], [3.140, -4.238, -3.146], [2.735, -5.157, -2.316], [1.567, -5.874, -2.530], [0.851, -5.656, -3.703], [1.300, -4.686, -4.591], [2.452, -3.997, -4.270], [3.422, -5.383, -1.494], [1.195, -6.656, -1.872], [-0.050, -6.241, -3.908], [0.771, -4.518, -5.543], [2.832, -3.288, -4.980], [-3.944, 0.828, 4.226], [-2.611, 0.960, 4.356], [-1.705, 0.100, 3.722], [-2.208, -0.844, 2.828], [-3.556, -0.955, 2.623], [-4.356, -0.142, 3.383], [-2.343, 1.797, 5.010], [-0.631, 0.180, 3.896], [-1.503, -1.476, 2.278], [-3.977, -1.696, 1.929], [-5.429, -0.160, 3.191], [0.676, 2.129, 4.467], [0.293, 3.313, 4.825], [0.586, 4.486, 4.108], [1.393, 4.359, 3.011], [1.873, 3.111, 2.655], [1.459, 2.014, 3.391], [-0.349, 3.357, 5.717], [0.191, 5.441, 4.472], [1.681, 5.244, 2.441], [2.474, 2.998, 1.769], [1.856, 1.041, 3.131], [4.262, -6.255, 0.708], [3.493, -7.322, 0.625], [2.172, -7.339, 0.978], [1.621, -6.166, 1.488], [2.440, -5.070, 1.675], [3.781, -5.195, 1.309], [3.988, -8.222, 0.255], [1.660, -8.302, 1.020], [0.607, -6.116, 1.908], [2.035, -4.190, 2.146], [4.519, -4.466, 1.623], [5.859, 0.858, 2.021], [6.763, 1.180, 1.155], [6.791, 0.615, -0.101], [5.835, -0.284, -0.508], [4.905, -0.638, 0.498], [4.929, -0.019, 1.710], [7.554, 1.852, 1.433], [7.592, 0.897, -0.793], [5.878, -0.745, -1.496], [4.115, -1.372, 0.348], [4.202, -0.144, 2.483], [5.243, -3.244, 5.611], [4.529, -3.077, 6.693], [3.233, -2.584, 6.693], [2.619, -2.366, 5.467], [3.374, -2.449, 4.319], [4.687, -2.899, 4.452], [5.033, -3.191, 7.663], [2.663, -2.523, 7.626], [1.615, -1.991, 5.317], [2.896, -2.149, 3.398], [5.268, -3.124, 3.564], [-2.333, -0.951, -6.020], [-2.502, 0.197, -5.379], [-1.668, 0.674, -4.346], [-0.707, -0.209, -3.895], [-0.629, -1.476, -4.431], [-1.392, -1.776, -5.530], [-3.380, 0.744, -5.724], [-1.822, 1.661, -3.929], [-0.070, 0.091, -3.058], [0.159, -2.100, -4.063], [-1.366, -2.734, -6.033], [-4.867, -0.370, -2.679], [-4.092, -1.395, -2.929], [-3.189, -1.826, -1.997], [-3.011, -1.145, -0.828], [-3.771, -0.009, -0.602], [-4.698, 0.347, -1.568], [-4.290, -1.898, -3.860], [-2.600, -2.704, -2.210], [-2.305, -1.493, -0.068], [-3.579, 0.572, 0.299], [-5.347, 1.193, -1.454]],
  "lowdin_charge": [0.091, -0.525, -0.039, -0.220, -0.050, 0.020, 0.093, 0.104, 0.053, 0.074, 0.048, 0.085, 0.077, 0.063, 0.066, -0.143, -0.072, -0.094, -0.080, -0.166, 0.102, 0.102, 0.104, 0.101, 0.098, 0.070, -0.162, -0.069, -0.073, -0.054, -0.173, 0.099, 0.105, 0.114, 0.111, 0.070, 0.052, -0.156, -0.056, -0.091, -0.084, -0.141, 0.067, 0.109, 0.116, 0.100, 0.096, 0.053, -0.149, -0.066, -0.093, -0.088, -0.156, 0.103, 0.093, 0.078, 0.095, 0.089, 0.073, -0.160, -0.063, -0.065, -0.052, -0.165, 0.082, 0.097, 0.103, 0.106, 0.100, 0.063, -0.165, -0.072, -0.078, -0.087, -0.153, 0.095, 0.095, 0.109, 0.109, 0.098, 0.062, -0.155, -0.054, -0.104, -0.107, -0.154, 0.098, 0.081, 0.088, 0.113, 0.106, 0.054, -0.176, -0.068, -0.085, -0.062, -0.146, 0.111, 0.113, 0.103, 0.106, 0.094, 0.052, -0.179, -0.080, -0.074, -0.060, -0.154, 0.112, 0.109, 0.101, 0.090, 0.097, 0.063, -0.168, -0.086, -0.058, -0.066, -0.166, 0.103, 0.107, 0.110, 0.090, 0.086, 0.058, -0.178, -0.068, -0.080, -0.084, -0.145, 0.110, 0.106, 0.104, 0.079, 0.094, 0.057, -0.163, -0.048, -0.082, -0.088, -0.156, 0.102, 0.091, 0.093, 0.071, 0.096, 0.075, -0.171, -0.082, -0.081, -0.061, -0.135, 0.106, 0.093, 0.089, 0.100, 0.082],
  "charge": 0,
  "e_homo_ev": -9.43,
  "gap_ha": 0.359
}

***

# 2
{
  "formula": "C4H9NO2S",
  "method": "ωB97M-V/def2-TZVPD",
  "elements": ["C", "C", "C", "C", "N", "O", "O", "S", "H", "H", "H", "H", "H", "H", "H", "H", "H"],
  "positions_angstrom": [[-1.900, 2.644, 0.295], [-1.074, 1.673, 0.044], [-0.732, -1.777, -0.466], [2.474, -0.362, -1.012], [2.575, -0.483, 0.266], [0.134, -0.285, 1.460], [-1.661, -0.754, -0.250], [-1.231, 0.163, 1.118], [-2.665, 2.517, 1.087], [-1.814, 3.693, -0.075], [0.295, -1.465, -0.445], [-0.932, -2.050, -1.522], [-0.788, -2.669, 0.161], [-0.391, 1.754, -0.743], [2.401, -1.324, -1.503], [2.446, 0.218, 0.895], [2.863, -1.493, 0.689]],
  "lowdin_charge": [-0.062, -0.286, -0.188, -0.098, -0.052, -0.506, -0.404, 0.995, 0.060, 0.081, 0.021, 0.108, 0.090, 0.067, -0.021, 0.023, 0.172],
  "e_above_lowest_kj_mol": 589.0,
  "charge": 0,
  "e_homo_ev": -7.90,
  "gap_ha": 0.319
}

***

# 3
{
  "formula": "C4H8O2Ru",
  "method": "ωB97M-V/def2-TZVPD",
  "elements": ["H", "C", "C", "O", "Ru", "H", "H", "O", "C", "C", "H", "H", "H", "H", "H"],
  "positions_angstrom": [[2.803, -1.555, 1.379], [1.745, -1.078, -0.402], [1.982, -0.971, 0.935], [1.470, -0.049, 1.736], [0.068, 1.070, 1.755], [1.666, -0.153, -0.982], [1.840, -2.058, -0.873], [-1.700, 1.253, 0.769], [-1.734, 0.285, -0.307], [-0.666, 0.646, -1.272], [-2.572, 1.409, 1.147], [-2.730, 0.322, -0.777], [-1.556, -0.703, 0.138], [0.048, 1.419, -0.986], [-0.664, 0.166, -2.257]],
  "lowdin_charge": [0.181, 0.230, -0.096, -0.257, 1.513, 0.107, 0.138, -0.217, -0.249, 0.048, 0.149, 0.159, 0.128, 0.063, 0.104],
  "charge": 2,
  "s2": 12.01,
  "e_homo_ev": [-16.98, -19.74],
  "spin_multiplicity": 7,
  "gap_ha": [0.298, 0.273]
}

***

# 4
{
  "formula": "C2H5ClN2O",
  "method": "ωB97M-V/def2-TZVPD",
  "elements": ["Cl", "C", "C", "N", "N", "H", "H", "H", "O", "H", "H"],
  "positions_angstrom": [[0.585, -1.962, -1.810], [0.443, -1.002, -0.427], [1.143, 0.068, 0.201], [0.439, -0.122, 1.408], [-0.260, -1.209, 0.809], [2.089, 0.589, -0.024], [-0.090, 0.535, 1.957], [-1.238, -1.121, 0.885], [-0.796, 1.656, -0.838], [-1.328, 0.919, -0.426], [-0.988, 1.648, -1.736]],
  "lowdin_charge": [0.661, -0.786, -0.129, -0.034, -0.036, 0.109, 0.121, 0.091, -0.054, 0.056, 0.001],
  "e_above_lowest_kj_mol": 307.7,
  "charge": 0,
  "smiles": "Clc1c[nH][nH]1.O",
  "e_homo_ev": -7.98,
  "gap_ha": 0.317
}